one:
Density functional theory data (ωB97M-V with the def2-TZVPD basis set) for a cluster of 2 separate species, CH2FNO in total.

Values from the calculation:
- lowest unoccupied orbital energy (Ha) = 0.0153
- molar mass (g/mol) = 63.03
- SMILES = N=C=O.F
- 2S+1 = 1
- HOMO-LUMO gap (hartree) = 0.4436
- total charge = 0
- E_HOMO (eV) = -11.65

Each line ends with the Mulliken charge.
Geometry (Å):
C 1.039 -0.741 -0.112  0.667
N 0.535 0.174 0.546  -0.570
O 1.471 -1.557 -0.769  -0.312
F -2.418 0.794 -0.679  -0.423
H 0.865 0.612 1.418  0.250
H -1.492 0.718 -0.404  0.388

=====

two:
Density functional theory data (ωB97M-V with the def2-TZVPD basis set) for a cluster of 2 separate species, CH2FNO in total.

Values from the calculation:
- lowest unoccupied orbital energy (alpha / beta) (Ha) = -0.0278 / -0.0278
- molar mass (g/mol) = 63.03
- 2S+1 = 1
- HOMO-LUMO gap (alpha / beta) (hartree) = 0.3085 / 0.3085
- total charge = 0
- E_HOMO (alpha / beta) (eV) = -9.15 / -9.15

Each line ends with the Mulliken charge.
Geometry (Å):
C 1.753 0.943 -0.181  -0.005
N -1.283 -0.271 0.477  -0.058
O -1.798 0.032 -0.566  -0.189
F 2.030 -0.145 -0.807  -0.073
H 0.714 0.770 0.323  0.114
H -1.416 -1.329 0.754  0.211

=====

three:
Density functional theory data (ωB97M-V with the def2-TZVPD basis set) for an isolated molecule of CH2FNO.

Values from the calculation:
- lowest unoccupied orbital energy (Ha) = 0.0060
- molar mass (g/mol) = 63.03
- SMILES = O=CNF
- 2S+1 = 1
- HOMO-LUMO gap (hartree) = 0.4105
- total charge = 0
- E_HOMO (eV) = -11.01

Each line ends with the Mulliken charge.
Geometry (Å):
C -0.567 -0.511 -0.046  0.207
N 0.547 0.231 -0.011  0.005
O -1.650 -0.216 -0.368  -0.431
F 0.308 1.774 -0.102  -0.270
H -0.129 -1.526 0.248  0.236
H 1.491 0.248 0.278  0.253

=====

Quick ranking, most stable first: one, three, two.

=====

one:
Density functional theory data (ωB97M-V with the def2-TZVPD basis set) for an isolated molecule of C4H5N.

Values from the calculation:
- lowest unoccupied orbital energy (Ha) = 0.0390
- molar mass (g/mol) = 67.09
- SMILES = c1cc[nH]c1
- 2S+1 = 1
- HOMO-LUMO gap (hartree) = 0.3499
- total charge = 0
- E_HOMO (eV) = -8.46

Each line ends with the Mulliken charge.
Geometry (Å):
C -0.521 -1.058 0.025  -0.405
C 0.153 -0.396 1.096  -0.208
C 0.500 0.804 0.659  -0.520
C -0.435 -0.271 -1.073  -0.525
H -0.792 -2.083 0.142  0.374
H 0.286 -0.828 2.132  0.303
H 0.922 1.645 1.118  0.405
H 0.402 1.675 -1.347  0.237
H -0.755 -0.368 -2.071  0.385
N 0.240 0.880 -0.682  -0.046

=====

two:
Density functional theory data (ωB97M-V with the def2-TZVPD basis set) for a cluster of 2 separate species, C4H5N in total.

Values from the calculation:
- lowest unoccupied orbital energy (Ha) = 0.0021
- molar mass (g/mol) = 67.09
- 2S+1 = 1
- HOMO-LUMO gap (hartree) = 0.3258
- total charge = 0
- E_HOMO (eV) = -8.81

Each line ends with the Mulliken charge.
Geometry (Å):
C -0.721 1.318 -0.296  -0.513
C 0.096 0.255 -0.044  0.286
C -1.310 -0.031 -0.036  0.383
C 1.399 -0.357 0.197  -0.854
N -2.303 -0.802 0.031  -0.697
H -0.685 2.334 -0.400  0.380
H 1.513 -0.073 1.236  0.270
H 2.626 0.546 -0.628  0.203
H 1.470 -1.363 -0.007  0.311
H -2.085 -1.828 -0.054  0.231

=====

three:
Density functional theory data (ωB97M-V with the def2-TZVPD basis set) for an isolated molecule of C4H5N.

Values from the calculation:
- lowest unoccupied orbital energy (Ha) = 0.0388
- molar mass (g/mol) = 67.09
- SMILES = C=CC=C=N
- 2S+1 = 1
- HOMO-LUMO gap (hartree) = 0.3291
- total charge = 0
- E_HOMO (eV) = -7.90

Each line ends with the Mulliken charge.
Geometry (Å):
C -0.917 0.014 -0.499  -0.764
C -0.392 1.080 0.296  0.039
C -0.267 -1.102 -0.771  0.466
C 0.643 0.873 1.059  -0.867
N 0.272 -2.164 -0.853  -0.387
H -1.908 0.053 -0.816  0.366
H -0.652 2.087 0.354  0.380
H 1.367 0.062 1.172  0.281
H 0.998 1.807 1.550  0.198
H 0.855 -2.710 -1.493  0.288

=====

four:
Density functional theory data (ωB97M-V with the def2-TZVPD basis set) for a structure of composition C4H5N.

Values from the calculation:
- lowest unoccupied orbital energy (alpha / beta) (Ha) = 0.0142 / 0.0142
- molar mass (g/mol) = 67.09
- 2S+1 = 1
- HOMO-LUMO gap (alpha / beta) (hartree) = 0.2928 / 0.2929
- total charge = 0
- E_HOMO (alpha / beta) (eV) = -7.58 / -7.58

Each line ends with the Mulliken charge.
Geometry (Å):
C 2.338 0.007 0.312  0.350
C 1.165 -0.288 0.336  -0.297
C -0.191 -0.696 0.485  -0.999
C -1.157 0.854 -0.334  -0.396
N -1.185 -0.487 -0.450  -0.122
H 3.369 0.275 0.270  0.400
H -0.394 -1.426 1.270  0.304
H -1.022 1.489 -1.213  0.288
H -1.490 1.319 0.583  0.232
H -1.433 -1.047 -1.258  0.240

=====

Quick ranking, most stable first: one, three, four, two.

=====

one:
Density functional theory data (ωB97M-V with the def2-TZVPD basis set) for an isolated molecule of C4H5N.

Values from the calculation:
- lowest unoccupied orbital energy (Ha) = 0.0232
- molar mass (g/mol) = 67.09
- SMILES = C=C(C)C#N
- 2S+1 = 1
- HOMO-LUMO gap (hartree) = 0.4024
- total charge = 0
- E_HOMO (eV) = -10.32

Each line ends with the Mulliken charge.
Geometry (Å):
C -0.591 0.042 -1.587  -0.995
C -0.327 -0.254 -0.110  0.661
C -0.668 -1.376 0.522  -0.845
C 0.587 0.674 0.556  0.119
H 0.309 0.221 -2.185  0.294
H -1.228 0.959 -1.687  0.271
H -1.147 -0.834 -2.042  0.295
H -0.295 -1.542 1.545  0.291
H -1.359 -2.040 0.077  0.297
N 1.388 1.246 1.144  -0.389

=====

two:
Density functional theory data (ωB97M-V with the def2-TZVPD basis set) for an isolated molecule of C4H5N.

Values from the calculation:
- lowest unoccupied orbital energy (Ha) = 0.0247
- molar mass (g/mol) = 67.09
- 2S+1 = 1
- HOMO-LUMO gap (hartree) = 0.3418
- total charge = 0
- E_HOMO (eV) = -8.63

Each line ends with the Mulliken charge.
Geometry (Å):
N 0.298 1.001 -0.164  -0.101
C 1.359 0.130 0.017  -0.042
C 1.243 -1.208 0.142  -0.668
C -0.969 -0.917 0.099  -0.746
C -0.928 0.400 -0.165  -0.028
H 0.412 2.000 -0.109  0.236
H 2.366 0.539 -0.016  0.341
H -0.175 -1.394 0.732  0.314
H -1.829 -1.555 -0.064  0.340
H -1.776 1.004 -0.471  0.353

=====

Quick ranking, most stable first: one, two.

=====

one:
Density functional theory data (ωB97M-V with the def2-TZVPD basis set) for an isolated molecule of C4H5N.

Values from the calculation:
- lowest unoccupied orbital energy (Ha) = -0.0065
- molar mass (g/mol) = 67.09
- 2S+1 = 1
- HOMO-LUMO gap (hartree) = 0.2826
- total charge = 0
- E_HOMO (eV) = -7.87

Each line ends with the Mulliken charge.
Geometry (Å):
C -2.099 -0.852 -0.216  -0.589
C -1.171 0.000 0.417  -0.385
C 0.093 0.136 -0.100  0.383
C 1.510 0.457 0.135  -0.281
N 0.913 0.027 -1.131  -0.298
H -3.013 -0.811 0.421  0.155
H -1.315 0.574 1.336  0.299
H 2.080 -0.277 0.709  0.221
H 1.868 1.481 0.185  0.228
H 1.136 -0.735 -1.756  0.267

=====

two:
Density functional theory data (ωB97M-V with the def2-TZVPD basis set) for an isolated molecule of C4H5N.

Values from the calculation:
- lowest unoccupied orbital energy (Ha) = 0.0320
- molar mass (g/mol) = 67.09
- SMILES = C=CC#CN
- 2S+1 = 1
- HOMO-LUMO gap (hartree) = 0.3236
- total charge = 0
- E_HOMO (eV) = -7.94

Each line ends with the Mulliken charge.
Geometry (Å):
N -2.612 0.387 -0.024  -0.513
C 1.190 -0.595 0.075  -0.667
C 2.272 0.131 -0.170  -0.663
C -1.306 0.122 -0.112  0.848
C -0.155 -0.276 -0.072  -0.224
H -3.171 -0.298 0.461  0.234
H -2.850 1.343 0.202  0.244
H 1.165 -1.707 0.104  0.216
H 3.259 -0.305 -0.154  0.265
H 2.208 1.199 -0.310  0.260

=====

three:
Density functional theory data (ωB97M-V with the def2-TZVPD basis set) for a structure of composition C4H5N.

Values from the calculation:
- lowest unoccupied orbital energy (Ha) = 0.0378
- molar mass (g/mol) = 67.09
- 2S+1 = 1
- HOMO-LUMO gap (hartree) = 0.3644
- total charge = 0
- E_HOMO (eV) = -8.89

Each line ends with the Mulliken charge.
Geometry (Å):
C 2.233 -0.428 0.026  0.299
C 1.050 -0.393 0.247  -0.766
C -0.373 -0.337 0.538  0.096
C -1.082 0.973 0.521  -0.609
N -1.225 -0.335 -0.660  -0.504
H 3.282 -0.459 -0.170  0.397
H -0.690 -1.083 1.267  0.227
H -0.445 1.702 -0.002  0.228
H -2.037 0.382 -0.289  0.344
H -0.713 -0.020 -1.480  0.288

=====

four:
Density functional theory data (ωB97M-V with the def2-TZVPD basis set) for an isolated molecule of C4H5N.

Values from the calculation:
- lowest unoccupied orbital energy (Ha) = 0.0389
- molar mass (g/mol) = 67.09
- SMILES = C=CC=C=N
- 2S+1 = 1
- HOMO-LUMO gap (hartree) = 0.3448
- total charge = 0
- E_HOMO (eV) = -8.32

Each line ends with the Mulliken charge.
Geometry (Å):
C 0.203 -1.315 -0.176  -0.657
C -0.927 -0.492 0.272  0.071
C 1.116 -0.333 -0.194  0.324
C -0.957 0.808 -0.084  -0.706
N 1.952 0.487 0.196  -0.529
H 0.048 -2.328 -0.186  0.458
H -1.573 -0.938 1.031  0.320
H -0.273 1.121 -0.821  0.240
H -1.684 1.668 0.265  0.203
H 2.095 1.324 -0.303  0.275

=====

Quick ranking, most stable first: two, four, one, three.

=====

one:
Density functional theory data (ωB97M-V with the def2-TZVPD basis set) for an isolated molecule of C4H5N.

Values from the calculation:
- lowest unoccupied orbital energy (Ha) = 0.0344
- molar mass (g/mol) = 67.09
- SMILES = C#C[C@H]1CN1
- 2S+1 = 1
- HOMO-LUMO gap (hartree) = 0.3469
- total charge = 0
- E_HOMO (eV) = -8.51

Each line ends with the Mulliken charge.
Geometry (Å):
C -1.055 1.463 0.746  -0.366
C 0.066 1.085 0.464  -0.306
C 0.838 -0.144 0.377  0.102
C -0.174 -0.787 -0.535  -0.539
N 1.242 -1.096 -0.660  -0.521
H -1.964 1.924 1.050  0.391
H 1.004 -0.614 1.344  0.281
H -0.494 -0.164 -1.366  0.269
H -1.063 -1.008 0.090  0.401
H 1.600 -0.659 -1.510  0.289

=====

two:
Density functional theory data (ωB97M-V with the def2-TZVPD basis set) for a cluster of 2 separate species, C4H5N in total.

Values from the calculation:
- lowest unoccupied orbital energy (Ha) = 0.0375
- molar mass (g/mol) = 67.09
- SMILES = C=C=N.C#C
- 2S+1 = 1
- HOMO-LUMO gap (hartree) = 0.3590
- total charge = 0
- E_HOMO (eV) = -8.75

Each line ends with the Mulliken charge.
Geometry (Å):
C 2.502 -0.971 0.005  -0.559
C 2.625 0.078 -0.600  -0.120
C -2.028 0.461 0.310  0.462
C -0.881 0.127 -0.237  -0.679
N -2.902 0.825 1.098  -0.450
H 2.754 -1.957 0.402  0.311
H 2.713 1.049 -1.086  0.387
H -0.054 -0.494 0.175  0.129
H -0.831 0.474 -1.248  0.236
H -3.899 0.407 1.179  0.283

=====

three:
Density functional theory data (ωB97M-V with the def2-TZVPD basis set) for an isolated molecule of C4H5N.

Values from the calculation:
- lowest unoccupied orbital energy (Ha) = 0.0256
- molar mass (g/mol) = 67.09
- 2S+1 = 1
- HOMO-LUMO gap (hartree) = 0.3189
- total charge = 0
- E_HOMO (eV) = -7.98

Each line ends with the Mulliken charge.
Geometry (Å):
N -0.878 -0.055 -1.109  -0.475
C -1.127 0.391 0.099  0.008
C -0.067 0.396 1.021  -0.785
C 1.047 -0.229 0.474  0.151
C 1.091 -0.775 -0.760  -0.423
H -1.746 -0.153 -1.659  0.224
H -2.129 0.718 0.410  0.345
H -0.141 0.807 2.015  0.355
H 1.990 -0.595 0.903  0.355
H 1.959 -0.505 -1.394  0.246

=====

Quick ranking, most stable first: three, two, one.

=====

one:
Density functional theory data (ωB97M-V with the def2-TZVPD basis set) for an isolated molecule of C5H7N3S.

Values from the calculation:
- lowest unoccupied orbital energy (alpha / beta) (Ha) = 0.0166 / 0.0166
- molar mass (g/mol) = 141.20
- 2S+1 = 1
- HOMO-LUMO gap (alpha / beta) (hartree) = 0.2799 / 0.2802
- total charge = 0
- E_HOMO (alpha / beta) (eV) = -7.17 / -7.17

Each line ends with the Mulliken charge.
Geometry (Å):
C 0.102 -2.913 -0.010  -0.075
C -0.156 1.141 0.550  0.763
C 0.509 0.432 -0.828  -0.759
C -1.334 -1.104 -0.506  -0.213
C 0.604 2.407 0.899  -1.117
N 0.750 -1.969 -0.529  -0.819
N -1.037 0.586 1.157  -0.728
N -0.005 -0.918 -0.881  0.626
S -1.703 -2.632 0.243  -0.098
H 0.389 -3.940 0.336  0.344
H 0.078 1.062 -1.624  0.278
H 1.619 0.375 -0.778  0.410
H -1.914 -0.394 -1.007  0.457
H 1.037 2.178 1.831  0.283
H -0.193 3.126 1.093  0.319
H 1.254 2.562 0.055  0.328

=====

two:
Density functional theory data (ωB97M-V with the def2-TZVPD basis set) for an isolated molecule of C5H7N3S.

Values from the calculation:
- lowest unoccupied orbital energy (Ha) = 0.0235
- molar mass (g/mol) = 141.20
- 2S+1 = 1
- HOMO-LUMO gap (hartree) = 0.3241
- total charge = 0
- E_HOMO (eV) = -8.18

Each line ends with the Mulliken charge.
Geometry (Å):
C -3.657 -0.133 0.390  -0.097
C -1.909 -1.011 -0.551  -0.466
C -1.414 0.228 -0.356  0.440
C 0.897 -1.351 -0.427  -0.409
C -0.036 0.756 -0.849  -0.731
N -3.217 -1.191 -0.221  -0.563
N 0.951 -0.123 -0.123  0.434
N 1.792 0.668 0.767  -0.701
S -2.546 1.164 0.519  -0.147
H -4.600 -0.114 0.859  0.441
H 1.646 -2.034 0.089  0.104
H -1.445 -1.851 -1.169  0.435
H 0.055 0.718 -1.865  0.251
H -0.053 1.805 -0.599  0.457
H 2.109 1.406 0.184  0.264
H 2.578 -0.008 1.063  0.288

=====

Quick ranking, most stable first: one, two.